(1)
{"formula": "C41H47N4O7RuS4Te", "method": "ωB97M-V/def2-TZVPD", "relative_energy_kcal_mol": 10.76, "homo_energy_ev": [-5.51, -5.51], "total_charge": -1, "homo_lumo_gap_ev": [7.596, 5.850], "spin_multiplicity": 5, "lumo_energy_ev": [2.09, 0.34], "s_squared": 6.024, "symbols": ["Ru", "O", "C", "C", "N", "C", "C", "O", "O", "C", "C", "O", "O", "H", "H", "H", "H", "H", "H", "H", "H", "H", "C", "S", "C", "O", "H", "H", "H", "H", "H", "H", "S", "C", "S", "C", "N", "N", "C", "C", "C", "C", "C", "C", "S", "H", "H", "H", "H", "H", "C", "C", "C", "C", "C", "C", "Te", "N", "C", "O", "C", "C", "C", "C", "C", "C", "C", "C", "C", "C", "C", "C", "C", "C", "C", "C", "C", "C", "H", "H", "H", "H", "H", "H", "H", "H", "H", "H", "H", "H", "H", "H", "H", "H", "H", "H", "H", "H", "H", "H", "H", "H", "H", "H", "H"], "positions_angstrom": [[0.61964, 1.18809, 0.00498], [-2.80769, -0.48772, 1.01927], [-2.49290, -1.28134, 2.12900], [-1.41658, -0.64477, 2.99571], [-0.09027, -0.47142, 2.37442], [0.75968, 0.25111, 3.31660], [2.09488, 0.65317, 2.65999], [3.14393, 0.33299, 3.19812], [2.03391, 1.29286, 1.53866], [0.48910, -1.74651, 1.97212], [0.24844, -2.15679, 0.49125], [0.38913, -3.34302, 0.21743], [0.04377, -1.20852, -0.35623], [-1.95941, -0.28171, 0.60271], [-2.19663, -2.29263, 1.82156], [-3.40422, -1.36762, 2.72370], [-1.30806, -1.26884, 3.89839], [-1.76676, 0.34219, 3.29974], [0.99239, -0.34883, 4.20457], [0.23707, 1.16005, 3.62076], [0.15421, -2.55731, 2.62978], [1.57635, -1.68763, 2.06259], [3.98695, 1.31387, -0.75493], [2.67212, 0.08990, -0.90117], [3.42136, -1.21121, 0.10138], [2.72998, -0.41034, -2.28356], [4.92978, 0.85448, -1.04412], [3.99220, 1.67641, 0.27138], [3.71862, 2.11464, -1.43924], [3.63040, -0.82723, 1.10068], [4.32452, -1.51678, -0.42100], [2.71214, -2.03734, 0.13416], [-1.32180, 8.19987, -0.11911], [-0.85099, 6.63893, 0.14216], [-1.91329, 5.46255, 0.88717], [-0.69655, 4.20455, 0.63406], [0.36432, 4.65084, 0.07580], [0.30219, 5.99299, -0.19904], [1.42986, 6.50726, -0.90535], [1.84467, 7.83079, -0.80618], [2.95366, 8.25499, -1.52394], [3.65994, 7.36975, -2.32188], [3.25076, 6.04661, -2.40278], [2.14118, 5.60853, -1.70096], [-1.01916, 2.59886, 1.12036], [1.31555, 8.52286, -0.17628], [3.25861, 9.29083, -1.44776], [4.53019, 7.70668, -2.87140], [3.78979, 5.34122, -3.02238], [1.81945, 4.57675, -1.75736], [-6.78676, -4.34341, -4.01557], [-5.62135, -3.45900, -3.65866], [-5.80549, -2.19848, -3.10970], [-4.72767, -1.37841, -2.78483], [-5.00867, -0.03300, -2.17182], [-3.42352, -1.81934, -3.03773], [-1.58574, -0.55209, -2.62755], [-0.22449, 1.07986, -1.77368], [0.62623, 1.75902, -2.53066], [1.42833, 2.54280, -1.94997], [0.70447, 1.64443, -4.02306], [0.97975, 0.41687, -4.62321], [1.20235, 0.34540, -5.99041], [1.12042, 1.48923, -6.77002], [0.84854, 2.71254, -6.17562], [0.65874, 2.79280, -4.80553], [-2.36501, 0.90721, -3.99959], [-2.76414, 2.19257, -3.60005], [-2.79566, 2.67484, -2.17783], [-3.13336, 3.12035, -4.57404], [-3.11012, 2.81776, -5.92413], [-3.48501, 3.83632, -6.96570], [-2.72739, 1.53752, -6.29791], [-2.36697, 0.57755, -5.36422], [-1.98406, -0.79365, -5.85612], [-3.21731, -3.10849, -3.54316], [-1.84585, -3.70013, -3.77667], [-4.32060, -3.89691, -3.85981], [-7.71816, -3.95105, -3.60852], [-6.63971, -5.35332, -3.63009], [-6.88927, -4.41724, -5.10049], [-6.81165, -1.84127, -2.91217], [-5.97470, -0.03370, -1.66506], [-5.03125, 0.74100, -2.94319], [-4.23915, 0.22065, -1.44774], [1.09130, -0.46198, -4.01004], [1.46238, -0.60586, -6.43843], [1.27305, 1.42651, -7.84094], [0.81053, 3.60853, -6.78291], [0.46520, 3.75154, -4.33959], [-2.95009, 1.87677, -1.45751], [-3.57451, 3.42721, -2.04242], [-1.84331, 3.14441, -1.93222], [-3.43395, 4.11364, -4.25688], [-3.66330, 4.81348, -6.51832], [-4.39001, 3.52948, -7.49409], [-2.69015, 3.94367, -7.70616], [-2.68354, 1.28834, -7.35392], [-1.65418, -0.74589, -6.89350], [-2.83729, -1.47341, -5.78776], [-1.17825, -1.20737, -5.24938], [-1.08315, -3.19248, -3.19128], [-1.57498, -3.63272, -4.83360], [-1.84447, -4.75322, -3.49626], [-4.15036, -4.89154, -4.26328]], "forces_ev_per_angstrom": [[-0.3, -0.1, 0.8], [0.0, 0.3, -0.4], [0.4, -0.1, 0.2], [0.1, -0.1, 0.1], [-0.5, 0.2, 0.0], [0.3, 0.1, -0.4], [-0.2, -0.4, 0.4], [0.0, 0.2, 0.0], [-0.5, 0.1, -0.4], [-0.2, 0.0, -0.3], [0.2, 0.3, 0.0], [-0.1, -0.1, 0.0], [-0.3, 0.1, 0.6], [0.1, 0.0, -0.2], [0.0, 0.0, 0.0], [0.0, 0.0, 0.1], [0.0, 0.0, 0.1], [0.0, 0.1, 0.0], [0.0, 0.0, 0.0], [0.0, 0.0, 0.0], [0.1, -0.1, -0.1], [0.0, 0.0, 0.1], [-0.3, 0.1, 0.2], [1.3, -0.2, 0.0], [-0.5, 0.3, 0.2], [-0.3, -0.1, -0.4], [0.0, -0.1, 0.0], [0.1, 0.0, 0.0], [0.0, 0.0, 0.0], [0.1, 0.0, 0.0], [0.0, 0.1, -0.1], [0.1, 0.0, -0.1], [0.0, 0.2, 0.0], [0.1, -0.4, -0.1], [0.5, -0.1, -0.2], [-0.2, 0.8, -0.1], [0.4, -0.3, 0.0], [-0.6, 0.3, 0.3], [0.2, 0.0, -0.2], [-0.1, -0.1, 0.1], [0.0, -0.1, 0.0], [0.1, 0.1, 0.0], [0.0, 0.0, 0.0], [-0.1, 0.0, 0.0], [0.0, -1.1, 0.0], [-0.1, 0.0, 0.0], [0.0, 0.0, 0.0], [0.0, 0.0, 0.0], [0.0, 0.0, 0.0], [0.1, 0.1, 0.0], [0.1, 0.1, 0.0], [0.0, 0.0, 0.0], [0.0, 0.0, 0.0], [0.0, 0.1, 0.0], [0.0, -0.1, -0.1], [-0.1, 0.1, 0.4], [-0.2, -0.2, -0.6], [0.0, -0.2, 0.0], [-0.2, 0.5, -0.1], [0.1, -0.2, -0.2], [0.2, -0.1, 0.0], [0.1, 0.2, 0.0], [0.0, 0.0, 0.0], [0.0, -0.1, -0.1], [0.0, 0.0, 0.0], [-0.1, 0.1, 0.1], [0.0, 0.3, 0.2], [0.0, -0.1, 0.0], [0.1, 0.0, 0.0], [0.0, -0.1, -0.1], [0.0, 0.0, 0.0], [0.0, 0.0, 0.0], [0.0, 0.0, 0.0], [0.1, -0.2, 0.0], [-0.1, 0.1, 0.0], [0.2, 0.0, 0.0], [-0.1, 0.1, 0.1], [0.0, 0.0, 0.0], [0.0, 0.0, 0.0], [0.0, 0.0, 0.0], [-0.1, 0.0, 0.0], [0.0, 0.0, 0.0], [0.0, 0.0, 0.0], [0.0, 0.0, 0.0], [0.0, 0.0, 0.1], [0.0, -0.1, 0.1], [-0.1, 0.0, 0.0], [0.0, 0.0, 0.0], [-0.1, 0.0, 0.0], [0.0, 0.0, 0.0], [0.0, 0.0, 0.1], [0.0, -0.1, 0.0], [0.1, 0.0, 0.1], [0.0, 0.0, 0.0], [0.0, 0.0, 0.0], [0.0, 0.0, 0.0], [0.0, 0.0, 0.0], [0.0, -0.1, 0.0], [0.0, 0.0, 0.0], [0.0, 0.0, 0.0], [0.0, -0.1, -0.1], [0.1, -0.1, 0.0], [0.0, 0.0, 0.0], [0.0, 0.0, 0.0], [0.0, 0.0, 0.0]], "mulliken_spin": [2.49, 0.01, 0.00, 0.01, 0.04, 0.00, 0.00, 0.01, 0.05, -0.01, -0.01, 0.01, 0.04, 0.03, 0.00, 0.00, 0.00, 0.00, 0.00, 0.00, 0.00, 0.00, 0.01, 0.06, 0.00, 0.00, 0.00, 0.00, 0.00, 0.00, 0.00, 0.00, 0.00, 0.00, 0.00, 0.03, 0.01, 0.00, 0.00, 0.00, 0.00, 0.00, 0.00, 0.01, 0.02, 0.00, 0.00, 0.00, 0.00, -0.01, 0.00, 0.00, 0.00, -0.07, 0.03, 0.15, 0.53, 0.40, -0.01, 0.11, 0.00, 0.02, 0.00, 0.00, 0.00, 0.00, 0.11, -0.08, 0.02, 0.00, 0.00, 0.00, 0.00, -0.06, 0.04, -0.02, 0.03, 0.01, 0.00, 0.00, 0.00, 0.00, 0.00, 0.00, 0.03, -0.01, 0.00, 0.00, 0.00, 0.00, 0.01, 0.00, -0.02, 0.00, 0.00, 0.00, 0.00, 0.00, 0.00, 0.00, -0.02, -0.02, 0.00, 0.00, 0.00]}


(2)
{"formula": "C41H48F40NO7", "method": "ωB97M-V/def2-TZVPD", "homo_energy_ev": [-8.73, -9.63], "homo_lumo_gap_ev": [9.081, 9.477], "spin_multiplicity": 2, "lumo_energy_ev": [0.35, -0.15], "s_squared": 0.754, "symbols": ["C", "C", "C", "C", "C", "C", "O", "C", "C", "C", "C", "C", "C", "N", "O", "C", "C", "C", "C", "H", "H", "H", "H", "H", "H", "H", "H", "H", "H", "H", "H", "H", "H", "H", "H", "H", "H", "H", "H", "H", "H", "H", "H", "H", "H", "H", "H", "C", "C", "C", "F", "F", "F", "F", "O", "C", "C", "F", "F", "F", "F", "H", "H", "H", "H", "C", "C", "C", "F", "F", "F", "F", "O", "C", "C", "F", "F", "F", "F", "H", "H", "H", "H", "C", "C", "C", "F", "F", "F", "F", "O", "C", "C", "F", "F", "F", "F", "H", "H", "H", "H", "C", "C", "C", "F", "F", "F", "F", "O", "C", "C", "F", "F", "F", "F", "H", "H", "H", "H", "C", "C", "C", "F", "F", "F", "F", "O", "C", "C", "F", "F", "F", "F", "H", "H", "H", "H"], "positions_angstrom": [[0.69003, 2.18698, -1.07282], [1.47428, 1.30949, -1.67600], [2.57000, 0.57175, -2.57351], [3.81514, -0.07538, -1.76941], [4.13425, -1.49757, -2.53265], [4.39409, -1.31644, -4.12234], [3.21353, -1.79188, -4.87365], [3.58563, -2.07894, -6.24767], [4.15358, -0.77813, -7.05815], [5.07018, 0.93488, -1.92086], [6.07019, 0.75628, -0.66761], [7.27340, 1.85321, -0.90588], [6.85176, -0.68910, -0.65474], [5.48957, 1.07681, 0.66950], [5.59662, 2.36389, 0.97801], [4.10099, 0.56278, 0.87725], [3.13864, 1.84035, 1.18479], [4.14017, -0.27844, 2.29218], [3.53513, -0.45533, -0.22850], [-0.17743, 2.62855, -0.45083], [3.00557, 1.24511, -3.41852], [2.01326, -0.28179, -3.13932], [3.13356, -2.09568, -2.44786], [4.92188, -2.12961, -1.98909], [4.50946, -0.20571, -4.39080], [5.30218, -1.96386, -4.41177], [2.65286, -2.48267, -6.80760], [4.36933, -2.93671, -6.21536], [5.25744, -0.58205, -6.79777], [3.55344, 0.16962, -6.74066], [4.04652, -0.94640, -8.19647], [5.69603, 0.75179, -2.87403], [4.64942, 2.02096, -1.99694], [6.88642, 2.84499, -1.33417], [7.94929, 1.36660, -1.72530], [7.95164, 1.96901, 0.01949], [7.85338, -0.55599, -0.07392], [7.06565, -1.06993, -1.73501], [6.20781, -1.41488, -0.03958], [3.10561, 2.61338, 0.33597], [2.05929, 1.39844, 1.25020], [3.33497, 2.30115, 2.22986], [4.85918, 0.26304, 3.03281], [3.08461, -0.42817, 2.71675], [4.57320, -1.33452, 2.05030], [2.41242, -0.63612, 0.02667], [4.04502, -1.48798, -0.03762], [3.46434, 7.94489, 1.10213], [2.93125, 7.65543, 2.52102], [3.91285, 7.90794, 3.66673], [5.03063, 7.16253, 3.57603], [3.33870, 7.59056, 4.85725], [2.44258, 6.39242, 2.55705], [1.85331, 8.47637, 2.71269], [3.96798, 6.83037, 0.35121], [5.30588, 6.43716, 0.60825], [5.40724, 5.05433, 1.26175], [4.69160, 4.98136, 2.40588], [6.69144, 4.76674, 1.58747], [5.92309, 7.40763, 1.31488], [5.92256, 6.41095, -0.59981], [2.60277, 8.28530, 0.51883], [4.15789, 8.79092, 1.08473], [4.20173, 8.96081, 3.71047], [5.04022, 4.27778, 0.58806], [-2.81730, 0.47840, -0.80523], [-2.84917, -0.70501, 0.18416], [-4.18066, -1.44997, 0.28949], [-5.19535, -0.65916, 0.68758], [-4.09125, -2.44824, 1.21120], [-2.42571, -0.27458, 1.39753], [-1.90727, -1.60086, -0.24139], [-3.02508, 1.78891, -0.25577], [-4.36844, 2.19080, -0.04811], [-4.72070, 2.35476, 1.43499], [-4.47684, 1.22954, 2.14151], [-6.03893, 2.63371, 1.58986], [-5.18976, 1.34217, -0.69932], [-4.49851, 3.38505, -0.67570], [-1.79686, 0.51815, -1.20087], [-3.44366, 0.30217, -1.68474], [-4.45198, -1.90653, -0.66527], [-4.14122, 3.16442, 1.88522], [-5.71961, -6.48494, 1.49394], [-5.99685, -5.43642, 0.39674], [-6.58565, -4.10943, 0.87751], [-7.77031, -4.25682, 1.50297], [-6.81206, -3.28284, -0.17919], [-6.76708, -6.00122, -0.56495], [-4.79688, -5.16333, -0.20117], [-6.72082, -7.49271, 1.70520], [-7.81753, -7.14191, 2.52994], [-9.14415, -7.07819, 1.76418], [-9.08401, -6.22932, 0.71582], [-10.14326, -6.63545, 2.56710], [-7.52729, -5.99904, 3.19056], [-7.88990, -8.10780, 3.47870], [-4.84531, -7.05133, 1.15774], [-5.40255, -6.02584, 2.43504], [-5.89890, -3.59765, 1.55376], [-9.41974, -8.06373, 1.38112], [-9.77490, -7.10312, 8.51580], [-8.79240, -6.17325, 9.25819], [-9.26984, -4.73657, 9.47684], [-9.53189, -4.08814, 8.32579], [-8.31031, -4.01297, 10.11189], [-7.59437, -6.20603, 8.62614], [-8.57775, -6.72866, 10.49003], [-9.57696, -7.27306, 7.10445], [-10.12010, -6.27468, 6.25700], [-9.04484, -5.45933, 5.52924], [-8.17168, -4.88986, 6.39038], [-9.60228, -4.44875, 4.81618], [-10.97802, -5.51180, 6.96664], [-10.87799, -6.93374, 5.34741], [-9.61135, -8.10506, 8.92530], [-10.81875, -6.87755, 8.75358], [-10.16722, -4.71229, 10.09970], [-8.47689, -6.08823, 4.84722], [3.51783, 4.63207, -6.16129], [4.30733, 3.72009, -5.19942], [5.72401, 4.18187, -4.85409], [6.52048, 4.28911, -5.93492], [6.32188, 3.28381, -4.02747], [4.30421, 2.45583, -5.69082], [3.59524, 3.66652, -4.03247], [3.51665, 4.27296, -7.55118], [4.63370, 4.68517, -8.31994], [5.48761, 3.50996, -8.81016], [5.90974, 2.72977, -7.79096], [6.59973, 3.95402, -9.44694], [5.33776, 5.60006, -7.62228], [4.12452, 5.34675, -9.38731], [2.46687, 4.54436, -5.86762], [3.75467, 5.69033, -6.01680], [5.70839, 5.14529, -4.33893], [4.92226, 2.88012, -9.50133]], "forces_ev_per_angstrom": [[3.0, -5.2, -2.6], [-2.8, 4.9, 1.9], [-1.1, -0.3, 0.0], [0.4, -0.6, -0.7], [-1.6, 0.2, -0.2], [-0.4, -0.3, 0.6], [1.5, 0.2, -0.4], [0.2, 0.0, -0.9], [-0.2, -0.2, 0.5], [-0.5, -0.2, 1.1], [3.2, 0.9, -1.5], [0.4, -1.2, -0.9], [-0.5, 0.6, 0.7], [-1.2, 2.0, -1.8], [0.3, -2.7, -0.1], [-1.7, -0.3, 2.7], [-1.3, -1.0, 0.1], [0.6, -0.3, -0.7], [0.3, -0.3, 0.2], [2.1, -0.9, -1.4], [-1.1, -0.8, 1.7], [0.8, 1.5, 1.1], [1.8, 0.9, -0.2], [-0.9, 1.2, -1.0], [0.3, -1.7, 0.4], [-1.2, 1.2, 0.2], [1.5, 0.8, 1.2], [-1.1, 1.4, -0.3], [-1.7, -0.3, -0.5], [0.9, -1.7, -0.7], [0.2, 0.3, 1.9], [-1.1, 0.2, 1.5], [0.9, -1.8, 0.4], [0.6, -1.4, 1.0], [-1.2, 0.9, 1.3], [-1.4, 0.0, -1.4], [-1.8, -0.2, -1.1], [-0.5, 0.7, 2.0], [1.1, 0.7, -1.2], [0.3, -1.1, 1.4], [1.9, 0.8, -0.2], [0.0, -0.7, -2.0], [-1.5, -1.0, -1.3], [1.6, 0.4, -0.6], [-0.6, 1.8, 0.6], [1.9, 0.5, -0.7], [-0.8, 1.8, -0.3], [-0.2, 0.3, -0.8], [-0.3, -0.7, -0.7], [0.1, 0.1, 0.9], [-0.2, 0.1, 0.0], [-0.3, 0.1, -0.3], [0.2, 0.2, 0.2], [0.4, 0.2, 0.1], [1.0, -0.3, 1.1], [-0.9, 1.4, -0.5], [0.0, -0.8, 0.2], [0.0, 0.2, -0.3], [-0.1, 0.5, -0.3], [0.3, -0.4, -0.2], [-0.1, -0.4, 0.3], [0.0, -0.3, 0.2], [0.0, -0.2, 0.3], [-0.1, 0.1, -0.2], [0.0, 0.3, -0.1], [0.5, 0.4, -0.6], [0.6, 0.8, 0.3], [-0.4, -0.6, 0.0], [0.2, -0.2, 0.0], [0.4, 0.1, 0.0], [-0.3, -0.2, -0.1], [-0.5, -0.1, -0.2], [-1.4, -0.4, 0.6], [1.1, -0.4, -1.6], [-0.2, 0.1, 0.9], [0.1, 0.2, -0.2], [0.2, 0.0, -0.4], [-0.2, 0.5, 0.4], [0.0, -0.1, 0.6], [0.0, 0.0, 0.3], [-0.1, -0.1, 0.3], [0.1, 0.0, -0.1], [0.1, 0.0, -0.2], [0.6, -0.6, 0.2], [-0.3, -0.9, -0.3], [-0.1, 0.8, 0.0], [0.1, 0.0, -0.2], [0.3, -0.2, -0.2], [0.0, 0.3, 0.2], [-0.1, 0.3, 0.4], [-1.2, 1.2, 0.3], [2.1, -0.4, -0.1], [-0.8, 0.0, -0.5], [0.2, -0.3, 0.2], [0.4, -0.1, 0.2], [-0.3, -0.2, -0.3], [-0.4, 0.2, -0.4], [-0.3, 0.1, -0.2], [-0.3, 0.1, -0.2], [0.0, -0.2, 0.0], [0.2, -0.1, 0.2], [-0.3, -0.8, -0.1], [0.5, -0.6, -0.7], [0.1, 0.8, 0.5], [0.1, -0.1, 0.2], [0.0, -0.4, 0.0], [-0.2, 0.3, 0.1], [-0.4, 0.3, 0.0], [-0.1, 1.5, -0.2], [-0.7, -1.3, 1.2], [0.5, 0.3, -0.3], [-0.1, -0.2, 0.0], [-0.3, -0.3, 0.1], [0.1, 0.2, -0.5], [0.5, 0.3, -0.1], [0.2, 0.2, -0.1], [0.2, 0.3, -0.1], [0.0, -0.2, 0.0], [-0.4, -0.1, 0.4], [-0.8, 0.3, -0.2], [-0.5, -0.3, -0.7], [0.7, 0.0, 0.6], [-0.1, -0.1, 0.2], [-0.3, -0.1, 0.0], [0.2, 0.1, 0.1], [0.3, 0.3, 0.0], [1.6, 0.0, 0.0], [-1.5, 1.0, 1.0], [0.5, -0.7, -0.3], [-0.3, 0.2, -0.1], [-0.3, 0.3, 0.1], [0.2, -0.2, -0.5], [0.3, -0.5, 0.0], [0.2, -0.2, 0.0], [0.3, -0.2, 0.0], [-0.2, 0.0, 0.0], [-0.2, 0.2, 0.0]], "mulliken_spin": [0.00, 0.00, 0.00, -0.02, 0.00, 0.00, 0.00, 0.00, 0.00, 0.03, 0.01, 0.01, 0.00, 0.40, 0.53, -0.02, 0.01, 0.03, 0.01, 0.00, 0.00, 0.00, 0.00, 0.00, 0.00, 0.00, 0.00, 0.00, 0.00, 0.00, 0.00, 0.00, -0.01, 0.00, 0.00, 0.00, 0.00, 0.00, -0.01, 0.01, 0.00, 0.00, 0.00, 0.00, 0.00, 0.00, 0.00, 0.00, 0.00, 0.00, 0.00, 0.00, 0.00, 0.00, 0.00, 0.00, -0.01, 0.00, 0.00, 0.00, 0.00, 0.00, 0.00, 0.00, 0.01, 0.00, 0.00, 0.00, 0.00, 0.00, 0.00, 0.00, 0.00, 0.00, 0.00, 0.00, 0.00, 0.00, 0.00, 0.00, 0.00, 0.00, 0.00, 0.00, 0.00, 0.00, 0.00, 0.00, 0.00, 0.00, 0.00, 0.00, 0.00, 0.00, 0.00, 0.00, 0.00, 0.00, 0.00, 0.00, 0.00, 0.00, 0.00, 0.00, 0.00, 0.00, 0.00, 0.00, 0.00, 0.00, 0.00, 0.00, 0.00, 0.00, 0.00, 0.00, 0.00, 0.00, 0.00, 0.00, 0.00, 0.00, 0.00, 0.00, 0.00, 0.00, 0.00, 0.00, 0.00, 0.00, 0.00, 0.00, 0.00, 0.00, 0.00, 0.00, 0.00]}